{
  "formula": "C22H37ClP2Pd",
  "method": "ωB97M-V/def2-TZVPD",
  "species": ["P", "P", "C", "C", "H", "H", "H", "H", "C", "H", "H", "H", "C", "H", "H", "H", "C", "H", "H", "H", "C", "H", "H", "H", "Pd", "C", "C", "C", "C", "C", "C", "C", "C", "C", "H", "H", "H", "H", "H", "H", "H", "H", "H", "H", "H", "H", "H", "H", "H", "Cl", "C", "C", "C", "C", "C", "C", "C", "H", "H", "H", "H", "H", "H"],
  "positions_angstrom": [[-0.341969, -1.504408, -2.595207], [0.536501, 1.854662, -1.656538], [0.269773, -0.148588, -3.707686], [1.224203, 0.847763, -3.035205], [-0.621760, 0.341646, -4.128367], [0.783759, -0.589531, -4.574009], [2.177577, 0.375809, -2.748105], [1.487042, 1.614644, -3.781099], [-0.400959, 3.052703, -2.648166], [-0.560059, 3.962439, -2.057982], [-1.358422, 2.630187, -2.969773], [0.207235, 3.271544, -3.531226], [1.901256, 2.621714, -0.795045], [2.187774, 3.508772, -1.373258], [2.784180, 1.970968, -0.745244], [1.644390, 2.944377, 0.230313], [-1.736851, -2.465162, -3.422433], [-1.791322, -3.472600, -2.984220], [-1.567127, -2.586765, -4.501817], [-2.719507, -1.988605, -3.305413], [0.779960, -2.787712, -3.640597], [1.827028, -2.452563, -3.673241], [0.399745, -2.846032, -4.668122], [0.715890, -3.777609, -3.167394], [1.389366, 1.414696, 1.920078], [-0.948456, 0.805904, -1.166638], [-1.615355, -0.376679, -1.811644], [-2.404509, -1.157386, -0.754101], [-1.584803, -2.307176, -0.108665], [-0.417378, -2.725757, -0.910486], [0.761820, -1.969445, -1.201189], [1.027280, -0.693538, -0.317964], [-0.160863, 0.245550, 0.043563], [1.231288, -0.551570, 2.874595], [-1.725641, 1.507486, -0.835988], [-2.298078, -0.054624, -2.600658], [-3.332946, -1.583172, -1.144748], [-2.780593, -0.481016, 0.013650], [-1.307347, -2.064183, 0.927704], [-2.259653, -3.177194, -0.019209], [-0.376267, -3.774303, -1.183711], [1.689386, -2.477446, -1.455968], [1.871735, -0.104847, -0.749485], [1.392482, -1.062897, 0.642253], [-0.833669, -0.263064, 0.734026], [0.233018, 1.099831, 0.672635], [1.894948, -0.454703, 3.741525], [1.465216, -1.539357, 2.393337], [0.187537, -0.662845, 3.205457], [1.569623, 3.515642, 4.021411], [1.023977, 1.935254, 4.437498], [1.632228, 1.284162, 5.527944], [0.804966, 0.487579, 6.338067], [-0.481860, 0.159635, 5.931681], [-1.024014, 0.661115, 4.751211], [-0.291075, 1.597047, 3.990937], [-0.681266, 2.080666, 2.693169], [2.672108, 1.508350, 5.799791], [1.162700, 0.172031, 7.318350], [-1.138210, -0.433585, 6.596803], [-2.005129, 0.357756, 4.385003], [-1.469391, 1.533604, 2.157998], [-0.701531, 3.170814, 2.621604]],
  "forces_ev_per_angstrom": [[0.6490, -2.5605, -5.1943], [-2.7336, -1.3057, -5.3653], [-0.3901, 0.3529, -0.2645], [0.9233, 0.4979, -0.3797], [0.2506, 0.2076, 0.1828], [-0.0545, 0.2049, 0.4070], [-0.3697, 0.0167, -0.0498], [0.2171, -0.2229, 0.1385], [0.7656, 0.8982, 0.2599], [-0.2023, 0.0058, -0.3364], [0.2773, 0.0038, 0.2315], [-0.2221, 0.3683, 0.1272], [0.3458, 0.0376, 1.1037], [-0.2326, -0.0767, 0.0530], [-0.3374, -0.0464, -0.1267], [0.0030, 0.2631, -0.3586], [-1.0378, 0.0632, -0.2629], [0.0604, 0.3631, -0.2397], [0.0809, 0.1613, 0.4306], [0.1692, -0.2115, 0.0610], [0.0532, 0.3340, 0.3971], [-0.1113, -0.2203, 0.0335], [0.2696, -0.0952, 0.2553], [0.1713, 0.1060, -0.2858], [0.4617, -0.1301, 1.1249], [1.7962, 1.2245, 3.7698], [0.5190, -0.2245, 0.1264], [-0.4264, 0.1958, 0.3528], [-0.8342, -0.4804, 0.5420], [-0.4021, -2.1566, 0.9019], [0.1500, 3.5103, 1.5777], [0.3554, -0.4949, 0.2875], [-0.4769, -1.4984, 0.7902], [0.1435, -2.2170, 0.6837], [0.3020, 0.1662, 0.2005], [0.3164, -0.0129, -0.1098], [0.3414, 0.1001, -0.4430], [0.0309, 0.1433, 0.2313], [-0.0063, -0.0164, -0.1154], [0.3571, 0.3337, -0.0008], [-0.0033, 0.0952, 0.0037], [-0.3295, 0.0523, -0.0906], [-0.5103, -0.5576, 0.2117], [0.1169, 0.1288, -0.3123], [0.2777, 0.1360, 0.0395], [-0.7911, -0.1842, -0.8528], [-0.1579, 0.0860, -0.3016], [0.1746, 1.2590, -0.0496], [0.4629, 0.3447, -0.2762], [0.8322, -0.2623, -0.6367], [-0.1806, 0.5658, 2.2708], [-0.4977, 0.2553, 0.2323], [1.5700, 0.4100, -0.2876], [-2.1228, 0.0715, -0.3214], [0.4443, -0.5522, 0.3839], [-0.2179, -0.4653, -0.5997], [-0.7359, 0.5177, 0.4187], [-0.6348, 0.0890, 0.0245], [0.0370, -0.1126, -0.3679], [0.6083, 0.2639, -0.5112], [0.2054, 0.0920, 0.2713], [0.1276, 0.3927, 0.4803], [0.1521, -0.2138, -0.4660]],
  "mol_weight_g_mol": 505.4,
  "gap_ha": [0.210, 0.122],
  "largest_force_ev_per_a": 6.2,
  "total_charge": 2,
  "homo_energy_ev": [-11.89, -12.83],
  "multiplicity": 5,
  "de_lowest_kcal_mol": 92.4,
  "lumo_energy_ev": [-6.17, -9.51],
  "e_tot_ev": -57967.82073
}